[1]
Entry from the OMol25 dataset: a 5-piece molecular cluster, C42H62Cl2F33N6O7S2 overall at a distorted geometry (the ωB97M-V functional and the def2-TZVPD basis).

Calculated values
Frontier orbital gap ... 0.3080 hartree
Charge ... +1
Electronic energy ... -7504.67950 Eh
F_max ... 5.31 eV Å⁻¹
LUMO level ... -2.817 eV
2S+1 ... 1

Last column: Löwdin charge in e.
Atoms and positions in Å:
C 5.177 -2.130 4.397  -0.09
C 5.266 -0.562 4.692  -0.24
N 4.789 0.309 3.582  -0.10
C 3.304 0.509 3.672  -0.14
C 2.514 -0.705 2.910  -0.12
N 1.341 -0.120 2.261  -0.06
C 1.418 0.176 0.850  -0.34
F 2.756 0.669 0.591  0.01
C 1.160 -0.990 -0.200  -0.08
C 1.505 -2.467 0.281  -0.17
C 1.785 -3.343 -1.063  -0.18
C 1.045 -4.769 -0.849  -0.26
S 1.904 -5.849 0.381  0.44
O 0.996 -6.329 1.484  -0.39
O 3.089 -5.100 0.923  -0.40
Cl 2.646 -7.537 -0.631  0.35
C 0.480 1.462 0.540  -0.11
C 0.441 1.827 -1.034  -0.20
N 0.268 3.298 -1.176  -0.01
N -0.869 1.396 1.198  -0.07
N -1.928 1.732 0.305  0.12
C -1.180 0.102 1.892  -0.16
C -2.614 0.067 2.621  -0.10
C -3.619 -0.828 1.711  -0.22
C -4.874 -1.381 2.550  -0.53
Cl -6.466 -0.620 1.979  0.49
C 0.027 -0.409 2.851  -0.29
C 0.006 0.353 4.288  -0.16
N 0.387 1.809 4.106  0.01
C -0.294 -1.979 3.105  -0.12
C -0.693 -2.341 4.603  -0.27
C -1.010 -3.930 4.722  -0.53
S -2.675 -4.391 4.061  0.67
C 5.476 1.614 3.567  -0.40
C 5.987 2.389 4.863  -0.02
O 5.696 2.135 2.451  0.04
H 6.145 -2.629 4.759  0.08
H 5.076 -2.393 3.291  0.08
H 4.278 -2.624 4.912  0.07
H 6.337 -0.310 4.969  0.12
H 4.641 -0.372 5.641  0.12
H 3.037 1.443 3.062  0.13
H 2.936 0.597 4.756  0.11
H 3.306 -1.149 2.213  0.13
H 2.325 -1.487 3.711  0.12
H 0.088 -0.954 -0.614  0.13
H 1.824 -0.774 -1.115  0.13
H 0.587 -2.974 0.746  0.10
H 2.441 -2.574 0.903  0.11
H 2.902 -3.583 -1.160  0.13
H 1.366 -2.857 -1.997  0.12
H -0.034 -4.602 -0.495  0.12
H 0.960 -5.361 -1.816  0.10
H 1.036 2.336 1.036  0.17
H 1.496 1.594 -1.423  0.13
H -0.293 1.205 -1.630  0.11
H 1.196 3.730 -1.009  0.09
H -0.317 3.697 -0.426  0.06
H -0.909 2.133 1.931  0.18
H -2.603 2.357 0.754  0.13
H -2.362 0.890 -0.083  0.09
H -1.249 -0.693 1.064  0.14
H -2.587 -0.470 3.630  0.10
H -2.984 1.139 2.722  0.13
H -3.109 -1.735 1.261  0.11
H -4.039 -0.143 0.911  0.07
H -4.748 -1.262 3.677  0.06
H -4.997 -2.497 2.343  0.07
H -1.016 0.363 4.774  0.11
H 0.777 -0.072 5.007  0.12
H -0.463 2.380 4.002  0.06
H 0.891 2.146 4.938  0.08
H -1.179 -2.303 2.447  0.10
H 0.596 -2.654 2.842  0.12
H -1.625 -1.823 4.985  0.07
H 0.147 -2.160 5.366  0.12
H -0.135 -4.463 4.236  0.08
H -0.958 -4.151 5.847  0.09
H -3.480 -4.428 5.204  -0.13
H 5.700 3.497 4.846  0.09
H 5.552 1.973 5.837  0.08
H 7.131 2.328 4.898  0.10
C 6.267 -0.598 -3.756  -0.04
C 4.786 -0.789 -4.137  -0.44
C 4.229 0.185 -5.176  -0.30
F 4.262 1.462 -4.754  0.09
F 2.923 -0.100 -5.425  0.08
F 4.037 -0.769 -3.010  0.11
F 4.666 -2.049 -4.648  0.11
O 6.518 0.122 -2.545  0.04
C 6.578 1.526 -2.636  -0.51
C 5.491 2.209 -1.799  -0.27
F 4.250 1.852 -2.212  0.07
F 5.566 3.555 -1.916  0.10
F 6.554 1.901 -3.927  0.14
F 7.794 1.879 -2.167  0.15
H 6.659 -1.599 -3.556  0.15
H 6.870 -0.229 -4.588  0.15
H 4.773 0.115 -6.121  0.18
H 5.583 1.947 -0.742  0.17
C -2.543 2.502 -3.926  -0.03
C -2.620 2.286 -5.454  -0.43
C -3.942 2.662 -6.123  -0.30
F -4.974 1.925 -5.673  0.10
F -3.870 2.440 -7.460  0.09
F -2.283 1.004 -5.735  0.12
F -1.644 3.062 -6.010  0.11
O -2.749 1.347 -3.098  0.01
C -4.073 1.008 -2.747  -0.50
C -4.482 -0.374 -3.266  -0.28
F -4.428 -0.429 -4.610  0.11
F -5.756 -0.659 -2.911  0.11
F -4.911 1.981 -3.133  0.16
F -4.103 1.007 -1.387  0.11
H -1.510 2.794 -3.718  0.14
H -3.141 3.354 -3.594  0.15
H -4.176 3.720 -5.973  0.18
H -3.826 -1.152 -2.867  0.17
C -1.365 0.987 -10.156  -0.04
C -0.084 0.271 -9.676  -0.43
C 0.672 0.941 -8.528  -0.30
F 1.127 2.163 -8.856  0.10
F 1.765 0.206 -8.192  0.08
F 0.732 0.066 -10.737  0.13
F -0.463 -0.970 -9.249  0.10
O -1.251 1.802 -11.328  0.04
C -0.844 3.141 -11.160  -0.51
C 0.471 3.445 -11.883  -0.28
F 1.481 2.682 -11.412  0.10
F 0.835 4.735 -11.695  0.10
F -0.804 3.447 -9.851  0.14
F -1.830 3.898 -11.690  0.15
H -2.056 0.193 -10.454  0.15
H -1.880 1.509 -9.345  0.13
H 0.043 1.029 -7.638  0.16
H 0.379 3.260 -12.956  0.18
C -6.187 -1.542 7.642  -0.04
C -4.848 -1.587 6.875  -0.42
C -3.586 -1.487 7.733  -0.29
F -3.505 -0.322 8.395  0.11
F -2.477 -1.555 6.949  0.07
F -4.857 -0.635 5.908  0.11
F -4.809 -2.788 6.218  0.07
O -6.870 -0.284 7.674  0.04
C -6.519 0.627 8.693  -0.51
C -5.958 1.937 8.132  -0.28
F -4.832 1.723 7.411  0.09
F -5.626 2.784 9.133  0.11
F -5.691 0.036 9.572  0.14
F -7.658 0.885 9.369  0.16
H -6.869 -2.197 7.091  0.15
H -6.115 -1.993 8.634  0.15
H -3.533 -2.306 8.455  0.18
H -6.686 2.429 7.484  0.18

***

[2]
Entry from the OMol25 dataset: C42H62N6O3SbSi3Ti as an isolated structure at a distorted geometry (the ωB97M-V functional and the def2-TZVPD basis).

Calculated values
Frontier orbital gap (alpha / beta) ... 0.2496 / 0.2543 hartree
Charge ... +2
Electronic energy ... -4149.83021 Eh
F_max ... 1.28 eV Å⁻¹
Energy above the lowest of the compared OMol25 structures with the same formula, charge and spin ... 5.0 kcal per mole
Expectation value of S² ... 0.756
LUMO level (alpha / beta) ... -5.515 / -5.503 eV
2S+1 ... 2

Last column: Löwdin charge in e.
Atoms and positions in Å:
Ti -0.302 -0.518 -0.049  0.98
C 2.986 3.036 -2.962  0.00
N 2.655 1.815 -2.228  -0.10
C 3.781 0.952 -1.895  -0.01
C 1.409 1.517 -1.870  -0.38
O 1.108 0.451 -1.297  -0.14
C 0.324 2.517 -2.228  -0.11
O -0.836 2.319 -1.468  -0.17
C -1.085 3.290 -0.486  -0.10
C -0.382 2.928 0.819  -0.40
O 0.212 1.845 0.881  -0.02
N -0.451 3.771 1.850  -0.12
C -1.163 5.040 1.833  -0.01
C 0.200 3.448 3.108  0.00
H 3.002 3.907 -2.304  0.11
H 2.292 3.204 -3.783  0.10
H 3.978 2.911 -3.388  0.10
H 4.438 1.463 -1.190  0.11
H 4.349 0.733 -2.799  0.11
H 3.420 0.024 -1.468  0.05
H 0.080 2.355 -3.287  0.14
H 0.695 3.540 -2.122  0.13
H -2.165 3.311 -0.320  0.12
H -0.782 4.285 -0.829  0.14
H -1.691 5.194 0.899  0.08
H -0.463 5.864 1.980  0.11
H -1.891 5.057 2.644  0.10
H 0.739 2.511 3.007  0.08
H -0.546 3.363 3.900  0.10
H 0.897 4.243 3.375  0.10
C -2.197 -2.163 -4.359  -0.27
Sb -1.631 -0.643 -2.949  1.48
C -0.395 -1.927 -1.599  -0.52
C -0.667 -3.324 -1.113  -0.45
C -1.519 -4.239 -1.729  -0.08
C -1.558 -5.548 -1.285  -0.04
C -0.722 -5.937 -0.249  -0.05
C 0.126 -4.978 0.281  -0.12
N 0.160 -3.714 -0.129  0.08
Si 1.233 -2.278 -2.598  0.48
C 1.150 -3.943 -3.461  -0.15
C 1.626 -1.047 -3.985  -0.17
C 2.690 -2.442 -1.417  -0.16
C -3.615 -0.043 -2.121  -0.53
C -3.429 0.631 -0.797  -0.37
C -4.425 1.527 -0.354  -0.06
C -4.419 2.065 0.907  -0.02
C -3.390 1.709 1.775  -0.04
C -2.419 0.873 1.287  -0.16
N -2.388 0.363 0.033  0.02
Si -5.033 -1.362 -1.955  0.49
C -6.399 -0.778 -0.804  -0.16
C -5.775 -1.799 -3.618  -0.17
C -4.467 -2.974 -1.179  -0.16
Si -4.241 1.246 -3.471  0.45
C -6.052 1.746 -3.319  -0.17
C -3.305 2.866 -3.396  -0.15
C -3.982 0.592 -5.206  -0.18
H -1.333 -2.806 -4.506  0.00
H -2.456 -1.694 -5.301  0.00
H -3.030 -2.770 -4.018  -0.01
H -2.123 -3.936 -2.569  0.08
H -2.219 -6.262 -1.758  0.12
H -0.706 -6.952 0.118  0.11
H 0.822 -5.237 1.072  0.11
H 0.504 -3.945 -4.339  0.03
H 0.857 -4.770 -2.818  0.03
H 2.162 -4.154 -3.814  0.05
H 0.890 -0.261 -4.152  -0.02
H 1.715 -1.605 -4.917  0.04
H 2.585 -0.562 -3.819  0.02
H 2.695 -3.453 -1.012  0.04
H 2.660 -1.758 -0.568  0.00
H 3.632 -2.300 -1.949  0.04
H -5.239 1.754 -1.021  0.08
H -5.213 2.728 1.222  0.13
H -3.343 2.062 2.794  0.12
H -1.595 0.604 1.942  0.11
H -6.911 0.141 -1.074  0.02
H -6.036 -0.675 0.220  0.04
H -7.148 -1.573 -0.794  0.05
H -6.286 -0.988 -4.128  0.03
H -6.517 -2.577 -3.431  0.05
H -5.045 -2.219 -4.306  0.02
H -3.439 -2.971 -0.835  -0.02
H -4.550 -3.796 -1.890  0.05
H -5.111 -3.217 -0.333  0.04
H -6.164 2.639 -2.702  0.04
H -6.744 0.995 -2.953  0.01
H -6.388 2.022 -4.320  0.05
H -3.409 3.380 -2.442  0.03
H -3.746 3.511 -4.158  0.05
H -2.251 2.751 -3.621  0.01
H -4.493 -0.344 -5.416  0.02
H -2.930 0.484 -5.470  0.02
H -4.397 1.346 -5.878  0.05
C 3.435 -0.118 2.350  0.00
C 2.453 0.046 1.368  -0.10
N 1.299 -0.602 1.391  0.04
C 1.054 -1.431 2.442  -0.12
C 1.970 -1.655 3.473  -0.12
C 3.199 -0.975 3.398  0.04
C 1.632 -2.552 4.542  0.01
C 0.431 -3.166 4.571  0.01
C -0.540 -2.925 3.541  -0.12
C -1.812 -3.529 3.525  0.04
C -2.693 -3.224 2.517  0.01
C -2.309 -2.304 1.536  -0.08
N -1.109 -1.747 1.503  0.00
C -0.230 -2.062 2.489  -0.14
H 4.362 0.429 2.268  0.12
H 2.602 0.722 0.539  0.10
H 3.943 -1.127 4.169  0.13
H 2.361 -2.726 5.322  0.13
H 0.177 -3.844 5.374  0.13
H -2.086 -4.217 4.313  0.13
H -3.679 -3.662 2.474  0.12
H -2.998 -2.012 0.757  0.09

***

[3]
Entry from the OMol25 dataset: C42H63ClCsIN8O4SSe as an isolated structure at a distorted geometry (the ωB97M-V functional and the def2-TZVPD basis).

Calculated values
Frontier orbital gap ... 0.1938 hartree
Charge ... -2
Electronic energy ... -5955.13276 Eh
F_max ... 1.51 eV Å⁻¹
Energy above the lowest of the compared OMol25 structures with the same formula, charge and spin ... 15.9 kcal per mole
LUMO level ... 3.083 eV
2S+1 ... 1

Last column: Löwdin charge in e.
Atoms and positions in Å:
Cs -0.402 0.067 1.492  0.82
C -5.380 3.150 -1.646  -0.05
C -4.357 4.293 -1.679  -0.55
C -4.758 5.326 -0.626  -0.07
C -4.383 4.963 -3.060  -0.05
C -2.961 3.734 -1.422  -0.16
C -2.151 4.163 -0.383  0.02
C -0.904 3.577 -0.213  -0.12
N -0.424 2.624 -1.001  0.09
C -1.183 2.205 -2.017  -0.21
C -2.447 2.736 -2.248  0.03
C -0.617 1.106 -2.862  -0.23
C -1.350 0.519 -3.883  0.01
C -0.845 -0.572 -4.582  -0.18
C 0.418 -1.013 -4.220  -0.01
C 1.099 -0.350 -3.208  -0.13
N 0.610 0.684 -2.542  0.12
C -1.697 -1.252 -5.649  -0.55
C -3.019 -1.711 -5.019  -0.05
C -0.995 -2.472 -6.244  -0.07
C -1.983 -0.253 -6.778  -0.05
H -6.387 3.547 -1.798  0.08
H -5.352 2.635 -0.685  0.09
H -5.187 2.409 -2.421  0.07
H -5.770 5.683 -0.835  0.08
H -4.089 6.188 -0.632  0.08
H -4.752 4.895 0.376  0.09
H -5.380 5.359 -3.268  0.08
H -4.126 4.255 -3.849  0.08
H -3.667 5.787 -3.102  0.09
H -2.461 4.917 0.326  0.11
H -0.284 3.881 0.624  0.09
H -3.051 2.359 -3.061  0.10
H -2.347 0.871 -4.104  0.10
H 0.879 -1.874 -4.680  0.10
H 2.076 -0.701 -2.895  0.10
H -2.837 -2.355 -4.158  0.06
H -3.616 -2.250 -5.761  0.08
H -3.605 -0.861 -4.666  0.07
H -0.799 -3.225 -5.479  0.09
H -0.048 -2.203 -6.717  0.08
H -1.636 -2.923 -7.005  0.08
H -2.515 0.625 -6.407  0.08
H -2.603 -0.724 -7.546  0.08
H -1.055 0.087 -7.243  0.09
O 1.800 -2.150 -0.815  -0.12
H 2.165 -2.718 -0.121  -0.02
H 0.841 -2.295 -0.781  -0.06
N 0.879 -1.834 4.382  0.09
C 0.298 -1.625 5.372  -0.42
N -0.414 -1.318 6.418  0.02
C -0.048 -1.735 7.610  -0.48
N 0.198 -2.044 8.705  0.03
N 5.057 3.346 -0.666  0.13
C 4.089 2.521 -0.211  -0.61
O 4.304 1.726 0.688  0.03
C 2.715 2.571 -0.831  -0.51
I 2.414 3.985 -2.404  0.82
H 5.939 3.330 -0.185  0.11
H 4.859 4.058 -1.348  0.00
H 1.965 2.793 -0.078  0.04
H 2.441 1.610 -1.263  0.03
C -7.107 -3.519 1.784  -0.07
C -5.830 -3.139 1.081  -0.30
C -4.668 -3.880 1.237  -0.03
C -3.482 -3.548 0.587  -0.31
C -2.263 -4.395 0.812  -0.10
C -3.436 -2.427 -0.261  -0.59
Se -1.836 -1.945 -1.182  0.54
C -4.610 -1.663 -0.418  -0.31
C -4.624 -0.442 -1.292  -0.11
C -5.775 -2.029 0.247  -0.04
H -6.927 -4.303 2.521  0.06
H -7.857 -3.892 1.080  0.07
H -7.545 -2.664 2.304  0.07
H -4.677 -4.746 1.893  0.10
H -2.504 -5.269 1.421  0.07
H -1.476 -3.828 1.314  0.07
H -1.837 -4.717 -0.140  0.05
H -3.866 0.278 -0.970  0.06
H -5.607 0.033 -1.272  0.06
H -4.367 -0.702 -2.323  0.05
H -6.665 -1.419 0.114  0.11
C 5.058 -2.100 5.574  -0.11
C 5.025 -0.574 5.501  -0.25
C 3.755 0.018 4.887  -0.19
C 3.662 -0.090 3.369  -0.18
N 3.511 -1.478 2.947  0.01
C 4.090 -2.068 1.896  -0.85
S 3.989 -3.749 1.681  0.57
N 4.770 -1.270 1.046  0.01
C 5.464 -1.754 -0.133  -0.23
C 6.849 -2.328 0.150  -0.22
C 7.883 -1.325 0.666  -0.26
C 7.752 -0.976 2.147  -0.11
H 5.926 -2.440 6.144  0.06
H 5.101 -2.560 4.587  0.05
H 4.161 -2.477 6.070  0.08
H 5.898 -0.210 4.945  0.09
H 5.124 -0.176 6.516  0.10
H 3.702 1.083 5.129  0.11
H 2.872 -0.447 5.332  0.09
H 4.576 0.311 2.927  0.09
H 2.838 0.546 3.020  0.11
H 2.791 -2.010 3.432  0.06
H 4.516 -0.293 1.032  0.08
H 5.558 -0.894 -0.803  0.12
H 4.852 -2.505 -0.636  0.09
H 7.210 -2.762 -0.789  0.10
H 6.741 -3.155 0.856  0.08
H 7.832 -0.409 0.065  0.10
H 8.882 -1.742 0.497  0.09
H 6.803 -0.489 2.361  0.05
H 8.557 -0.310 2.466  0.06
H 7.797 -1.879 2.759  0.08
Cl -2.854 1.613 2.999  0.47
C -1.838 2.828 3.865  -0.46
C -0.639 3.280 3.002  -0.81
O -0.527 4.506 2.842  -0.04
O 0.089 2.359 2.552  -0.38
H -1.497 2.344 4.778  0.07
H -2.484 3.670 4.087  0.06